[1]
C28H39ClMgN3O4 | wB97M-V/def2-TZVPD

Values from the calculation:
Charge ... -1
LUMO level (spin up / spin down) ... 2.484 / 2.484 eV

Structure (XYZ):
```
76
C28H39ClMgN3O4 | the OMol25 dataset | wB97M-V/def2-TZVPD
O 0.0410 -3.8463 -1.1495
C 0.7755 -3.7020 -0.1739
C 0.4211 -3.7356 1.2884
C -0.4106 -2.9777 2.1539
H -0.5793 -1.8988 1.9534
C -0.8738 -3.6619 3.2883
H -1.5668 -3.1567 3.9387
C -0.4986 -4.9703 3.5759
H -0.9273 -5.5130 4.4009
C 0.4036 -5.6202 2.7531
H 0.7224 -6.6332 2.9165
C 0.9062 -4.9919 1.6421
H 1.6344 -5.4590 0.9537
H 1.9224 -3.3622 -0.1976
C 3.0893 -1.2288 -0.5610
C 2.2381 -1.0074 0.6383
H 3.9660 -1.7457 -0.0994
H 3.4308 -0.2249 -0.9024
H 2.7507 -1.8213 -1.4230
C 2.5690 -1.5089 1.8270
C 3.8560 -1.0383 2.3826
H 2.0043 -2.1786 2.4628
H 4.3070 -1.8889 2.8926
H 3.6380 -0.2796 3.1366
H 4.4744 -0.6011 1.5755
Mg 1.0976 0.5798 0.5069
Cl 1.6503 1.3393 2.8287
C 0.3211 3.1769 0.5590
O 0.1871 2.2201 -0.2363
N -0.3208 4.3494 0.5318
C -0.8595 4.9186 -0.6962
C -0.4008 5.1210 1.7731
H 0.9985 3.0694 1.4303
H -0.8565 4.1365 -1.4603
H -0.2327 5.7656 -1.0215
H -1.8854 5.2708 -0.5227
H -0.0325 4.4687 2.5767
H -1.4331 5.4026 2.0082
H 0.2287 6.0223 1.7370
H -4.1554 -3.7471 -0.1253
H -4.9166 -1.5739 0.6990
C -3.1666 -3.3157 0.0897
C -4.0392 -1.0044 0.3576
N -3.1483 -1.9239 -0.3153
H -2.3918 -3.8602 -0.4634
C -2.2426 -1.4658 -1.2247
O -1.9646 -0.2828 -1.4300
H -4.3484 -0.2245 -0.3529
H -1.7446 -2.2930 -1.7931
H -2.9772 -3.4302 1.1670
H -3.5541 -0.5288 1.2220
H 1.7297 1.4015 -5.0854
H 0.2754 -0.6555 -5.8762
C 2.1618 0.6933 -4.3588
C 0.7838 -1.2084 -5.0685
N 1.1749 -0.3081 -3.9874
H 2.5016 1.2349 -3.4728
C 0.7325 -0.4530 -2.7180
O 1.1380 0.2209 -1.7456
H 0.1069 -1.9823 -4.6804
H -0.0313 -1.2499 -2.6241
H 3.0117 0.1952 -4.8545
H 1.6788 -1.6843 -5.5065
C -0.8932 0.1202 1.3644
C -1.7763 0.9716 1.5124
C -2.7399 2.0205 1.6323
C -3.1341 2.6915 2.8182
C -3.9523 3.8199 2.7234
C -4.3744 4.3129 1.4872
C -3.9840 3.6413 0.3246
C -3.1844 2.5105 0.3877
H -2.7910 2.3285 3.7860
H -4.2998 4.3159 3.6313
H -5.0343 5.1841 1.4131
H -4.3417 3.9830 -0.6419
H -2.8470 1.9802 -0.5078
```

=====

[2]
C6H11N2 | wB97M-V/def2-TZVPD

Values from the calculation:
Charge ... +1
LUMO level ... -4.447 eV

Structure (XYZ):
```
19
C6H11N2 | the OMol25 dataset | wB97M-V/def2-TZVPD
C -2.2533 0.3116 0.7050
C -1.8192 0.8536 -0.6335
C 1.3705 0.7025 -0.1185
C -0.6301 -1.5530 -0.3809
C 0.3511 -0.1419 0.6481
C -1.0602 -0.2876 0.0930
N 2.6860 0.1603 0.0338
N 0.5971 -1.4633 0.0264
H -2.3063 0.8665 1.6902
H -3.1166 -0.2163 0.6909
H -2.2499 0.5852 -1.5834
H -1.3794 1.7680 -0.6883
H 1.2523 0.5718 -1.2549
H 1.3255 1.7217 0.1364
H -1.2680 -2.2823 -0.9097
H 0.5975 -0.3120 1.6444
H 3.3314 0.0896 -0.7193
H 1.4307 -1.9512 -0.2575
H 3.1408 0.5769 0.8778
```

=====

[3]
C5H8O2 | wB97M-V/def2-TZVPD

Values from the calculation:
Charge ... 0
SMILES ... C1=CC1.C=O.C=O
LUMO level (spin up / spin down) ... -0.527 / -0.525 eV

Structure (XYZ):
```
15
C5H8O2 | the OMol25 dataset | wB97M-V/def2-TZVPD
C 1.0368 0.0917 -1.0592
C -0.0503 0.8547 -1.2870
C 1.0639 1.4672 -0.5139
H 1.6828 -0.5696 -1.6101
H -0.6839 1.1381 -2.1092
H 0.9357 1.6234 0.5639
H 1.6959 2.2227 -0.9861
C 0.1746 -1.0101 1.4081
O 1.0708 -1.1280 0.5385
H 0.1609 -0.1244 2.0633
H -0.3094 -1.9154 1.7939
C -1.5970 -0.6918 0.3561
O -1.6156 0.4171 -0.2287
H -1.4284 -1.6075 -0.2337
H -2.1368 -0.7682 1.3043
```

=====

[4]
C27H29CoN6O3SSi | wB97M-V/def2-TZVPD

Values from the calculation:
Charge ... 0
<S²> ... 6.04
Multiplicity ... 5
LUMO level (spin up / spin down) ... -0.080 / -1.395 eV

Structure (XYZ):
```
68
C27H29CoN6O3SSi | the OMol25 dataset | wB97M-V/def2-TZVPD
Co -0.0047 0.3569 0.8275
C 1.9676 -1.7062 4.0830
O 0.9389 -1.5251 5.0535
C 0.2516 -0.3481 5.0154
C 0.0018 0.2533 6.2226
C -0.7015 1.4659 6.3358
C -1.1222 2.0793 5.1921
C -0.8790 1.4878 3.9306
C -1.3929 2.1776 2.7970
N -1.2478 1.8617 1.5507
N -2.0295 2.7066 0.7424
C -2.1759 2.3448 -0.4592
O -1.5455 1.1775 -0.8495
C -3.0191 3.1362 -1.3918
C -3.8479 2.5442 -2.3409
C -4.6409 3.3338 -3.1596
C -4.6092 4.7171 -3.0425
C -3.7923 5.3094 -2.0898
C -3.0010 4.5229 -1.2676
C -0.2367 0.2238 3.8057
O -0.1128 -0.3855 2.6727
H 2.4510 -2.6496 4.3316
H 2.7001 -0.8964 4.1430
H 1.5725 -1.7289 3.0740
H 0.3822 -0.2470 7.1073
H -0.8872 1.9014 7.3096
H -1.6525 3.0266 5.2296
H -1.9999 3.0597 2.9851
H -3.8865 1.4680 -2.4336
H -5.2854 2.8646 -3.8916
H -5.2200 5.3310 -3.6926
H -3.7708 6.3868 -1.9864
H -2.3634 4.9702 -0.5158
C 4.7067 -2.7189 0.9828
Si 3.2784 -3.5881 0.1824
C 3.9647 -4.7116 -1.1464
C 2.3436 -4.6488 1.3936
C 2.0018 -2.4868 -0.6809
C 1.1839 -3.1321 -1.6481
C 0.2598 -2.4564 -2.3835
C 0.1320 -0.9861 -2.2078
N 0.5936 -0.5091 -0.9228
C 1.6306 -1.1093 -0.3458
S 2.3986 -0.1388 0.8627
H 5.2860 -3.4511 1.5594
H 4.3811 -1.9209 1.6515
H 5.3673 -2.2827 0.2257
H 4.8051 -5.2920 -0.7474
H 4.3312 -4.1361 -2.0032
H 3.2185 -5.4264 -1.5103
H 3.0276 -5.3340 1.9078
H 1.5942 -5.2496 0.8668
H 1.8260 -4.0520 2.1478
H 1.3110 -4.1985 -1.8129
H -0.3234 -2.9514 -3.1557
H 0.7925 -0.5204 -2.9581
N 0.5018 2.2659 -5.0671
C -0.3344 1.5517 -4.2007
C -0.5420 1.8273 -2.9072
N -1.4243 0.9722 -2.2252
C -1.2728 -0.4238 -2.5379
C -1.4893 -0.4317 -4.0385
N -1.0027 0.4701 -4.7988
H 0.6486 3.2315 -4.8256
H 0.2387 2.1442 -6.0319
H -0.1841 2.7098 -2.3945
H -2.0547 -0.9814 -2.0226
H -2.0369 -1.2552 -4.4960
```

=====

[5]
C4H5DyO2 | wB97M-V/def2-TZVPD

Values from the calculation:
Charge ... +2
<S²> ... 9.72
Multiplicity ... 6
LUMO level (spin up / spin down) ... -11.770 / -10.430 eV

Structure (XYZ):
```
12
C4H5DyO2 | the OMol25 dataset | wB97M-V/def2-TZVPD
H 2.1569 2.6463 0.8322
O 1.2668 2.2833 0.8371
C 1.0840 1.5094 -0.3303
C -0.2281 0.8499 -0.2940
C -1.4301 0.6567 -0.4069
H 1.8642 0.7342 -0.4213
H 1.1432 2.1349 -1.2376
H -2.4958 0.6868 -0.5608
C -1.0116 -2.2952 0.4991
O -0.1917 -2.8390 -0.3084
Dy -1.5830 -4.7206 0.0961
H -0.5748 -1.6467 1.2949
```

=====

[6]
C6H12O | wB97M-V/def2-TZVPD

Values from the calculation:
Charge ... 0
LUMO level ... 1.091 eV

Structure (XYZ):
```
19
C6H12O | the OMol25 dataset | wB97M-V/def2-TZVPD
C -1.5039 -1.3746 -2.1562
C -0.1756 -1.2437 -1.4476
O -0.3117 -0.8470 -0.0639
C -1.0408 0.2265 0.1479
C -0.6779 0.7120 1.5241
C 0.5860 1.5060 1.0913
C 1.8958 0.7618 1.3361
H -2.0261 -0.4162 -2.1425
H -2.1297 -2.1201 -1.6568
H -1.3383 -1.6873 -3.1919
H 0.4666 -0.4974 -1.9294
H 0.3702 -2.1897 -1.4058
H 0.4767 1.6772 0.0056
H -0.4373 -0.0847 2.2395
H -1.4482 1.3673 1.9391
H 0.5949 2.5058 1.5300
H 2.7127 1.2226 0.7696
H 2.1756 0.7637 2.3957
H 1.8110 -0.2821 1.0153
```

=====

[7]
ClH36O22 | wB97M-V/def2-TZVPD

Values from the calculation:
Charge ... -1
LUMO level ... 1.377 eV

Structure (XYZ):
```
59
ClH36O22 | the OMol25 dataset | wB97M-V/def2-TZVPD
Cl 11.1860 3.8160 10.5940
O 11.8870 2.9620 9.5110
O 11.9340 5.0340 10.9260
O 9.9950 4.3770 9.9950
O 10.8070 3.0140 11.8270
O 14.4540 3.8560 11.5240
H 13.9980 4.2440 10.8260
H 15.3860 4.1300 11.5710
O 7.4370 5.8910 8.8220
H 8.2640 6.2720 8.5440
H 7.6620 5.4260 9.6470
O 11.2540 7.7750 11.8410
H 11.3450 8.7070 12.0790
H 10.7150 7.7370 11.0120
O 13.3970 2.6830 7.3410
H 13.1680 3.1970 8.0860
H 13.9330 3.2870 6.8240
O 14.9300 1.9850 9.6100
H 14.8140 2.3100 8.6970
H 14.7320 2.6490 10.2750
O 10.5770 4.4200 7.0480
H 10.0000 5.1970 7.0930
H 11.1190 4.5910 7.7990
O 8.3140 2.9650 12.5980
H 9.1940 2.9370 12.9420
H 7.8010 3.4180 13.2730
O 9.6690 5.5050 12.7260
H 10.1450 6.3430 12.7950
H 9.8180 5.2510 11.7850
O 12.6480 6.0430 13.7720
H 12.2690 6.7200 13.2720
H 12.5720 5.3930 13.0910
O 7.0600 4.7900 11.3410
H 7.5340 4.0560 11.6440
H 7.1720 5.4410 12.0270
O 13.8140 7.5460 10.8820
H 12.9140 7.5430 11.2160
H 13.9660 8.5120 10.9880
O 11.6630 6.9820 8.9490
H 11.3480 6.4160 9.6360
H 10.7820 7.1220 8.6490
O 10.2830 -0.2380 11.8540
H 11.1740 -0.3980 11.5480
H 9.9310 0.3440 11.1870
O 9.2620 2.1360 7.6190
H 9.8740 2.8660 7.7090
H 9.8040 1.3250 7.4690
O 14.3320 5.3810 9.1360
H 14.0940 5.4950 8.2170
H 14.2640 6.2030 9.6570
O 8.7130 1.3800 10.2360
H 8.9350 1.8940 9.4310
H 8.4610 2.0580 10.9090
O 12.8440 1.0060 11.7770
H 12.5020 1.6550 12.4010
H 12.3360 1.1400 11.0040
O 11.5410 0.3830 8.9890
H 12.0010 1.2320 9.1530
H 12.1290 -0.2900 8.6980
```

=====

[8]
ClH56N2O24 | wB97M-V/def2-TZVPD

Values from the calculation:
Charge ... +1
LUMO level ... -3.311 eV

Structure (XYZ):
```
83
ClH56N2O24 | the OMol25 dataset | wB97M-V/def2-TZVPD
N 5.3789 -0.0484 0.7688
H 5.8488 -0.7707 0.2419
H 4.4081 -0.2965 0.8953
H 5.4351 0.7362 0.1352
H 5.8171 0.1640 1.6536
N -4.6259 -3.1215 -1.5059
H -3.8252 -3.5594 -1.0730
H -4.5127 -3.0771 -2.5085
H -4.5095 -2.1750 -1.1733
H -5.5766 -3.4071 -1.3196
Cl -0.2612 -0.1943 0.2614
O -4.1977 -2.9619 1.4785
H -4.7733 -3.4372 2.0777
H -3.3145 -3.2339 1.7277
O 0.5278 -3.5803 -0.0932
H 0.1707 -2.6963 -0.0073
H 1.0200 -3.7199 0.7157
O -0.7044 -2.8449 -4.5173
H -0.2564 -3.2220 -5.2745
H -0.1646 -3.0980 -3.7684
O -2.7327 2.3000 0.0053
H -2.7031 1.4035 0.3392
H -2.2480 2.8131 0.6518
O 2.9113 2.3825 2.6791
H 3.3879 2.0236 3.4276
H 2.3173 3.0290 3.0604
O 1.6796 2.9680 -1.9762
H 2.4300 3.2830 -2.4802
H 2.0573 2.6524 -1.1553
O -4.5825 -0.1206 1.8973
H -4.4482 -1.0526 1.7255
H -4.5148 -0.0397 2.8486
O -1.5174 -0.3131 -4.9781
H -1.3472 0.2497 -4.2228
H -1.2564 -1.1876 -4.6894
O 2.8788 -0.9621 1.3051
H 2.8527 -1.0071 2.2609
H 1.9616 -0.8809 1.0436
O 3.4145 -0.7467 -1.8850
H 2.4796 -0.9522 -1.8911
H 3.8205 -1.4612 -2.3759
O 2.8530 1.7963 0.1020
H 2.8868 2.1702 0.9825
H 2.2745 1.0383 0.1851
O -1.5585 0.3939 3.3038
H -0.7938 0.5101 3.8676
H -1.1975 0.3319 2.4194
O -1.6191 4.3903 -2.2482
H -1.9026 4.5966 -3.1389
H -1.8293 3.4630 -2.1381
O 1.2786 -4.3138 2.5674
H 0.7751 -3.5947 2.9492
H 2.1789 -4.1529 2.8499
O 0.0508 3.1103 0.3807
H 0.4263 3.2938 -0.4804
H 0.0288 2.1548 0.4343
O -3.5576 1.6095 -3.5083
H -3.5362 1.9229 -4.4125
H -2.6464 1.6514 -3.2182
O -4.3895 -0.3139 -1.4042
H -4.2325 0.6037 -1.6270
H -4.2190 -0.3651 -0.4638
O -1.0295 -2.5294 2.8424
H -0.9488 -1.8368 2.1867
H -1.1602 -2.0638 3.6684
O -0.8994 4.4469 2.8942
H -0.6421 3.5305 2.9959
H -0.0746 4.9147 2.7636
O -0.7584 1.3163 -2.7697
H -0.7702 1.0417 -1.8528
H 0.0210 1.8667 -2.8454
O 0.9426 -1.7564 -2.4361
H 0.9784 -2.6652 -2.1379
H 0.3292 -1.3311 -1.8369
O 2.7714 -0.6815 4.0274
H 1.9103 -0.6572 4.4447
H 3.2623 0.0240 4.4489
O 4.2987 -2.9795 -0.1931
H 4.3145 -3.6226 -0.9019
H 3.5931 -2.3779 -0.4307
O 1.1436 5.4144 1.2719
H 0.6623 4.6747 0.9014
H 2.0601 5.1388 1.2516
```

=====

[9]
H19O9 | wB97M-V/def2-TZVPD

Values from the calculation:
Charge ... +1
LUMO level ... -2.700 eV

Structure (XYZ):
```
28
H19O9 | the OMol25 dataset | wB97M-V/def2-TZVPD
O 0.7518 -1.8777 3.1244
H 3.3771 -2.1225 -1.6355
H -2.3741 1.1416 0.3699
O -0.3296 2.9435 0.7291
H -3.5274 -0.2719 1.0987
O 0.0356 -3.8632 -1.0761
H -0.1607 3.4084 -0.1054
H 0.6090 -4.6361 -1.1354
O 2.1208 3.3825 1.1991
H 2.9452 3.5977 0.7408
H 2.1933 3.3844 2.1534
O -1.4186 0.7772 0.3324
H -0.9825 1.8405 0.4017
H -1.0712 0.2988 -0.4431
O -3.8490 0.4172 0.5071
H 0.6078 -3.3227 -0.4993
H -4.7867 0.6035 0.6158
O 0.2373 1.7240 -1.5871
H 1.4258 -2.0196 3.8052
H 1.0840 1.6865 -1.1330
O 2.4642 -2.2204 -1.3459
H 2.1659 -2.9817 -1.8719
H 0.1985 0.9998 -2.2057
O -0.9673 -1.1446 -1.9750
H -1.0461 -1.0370 -2.9244
H -0.3924 -1.8986 -1.7766
H 0.0374 -1.6174 3.7134
H 0.6520 2.8078 0.9236
```

=====

[10]
C4H8LiO3 | wB97M-V/def2-TZVPD

Values from the calculation:
Charge ... 0
<S²> ... 0.75
Multiplicity ... 2
LUMO level (spin up / spin down) ... -0.062 / -1.288 eV

Structure (XYZ):
```
16
C4H8LiO3 | the OMol25 dataset | wB97M-V/def2-TZVPD
O 0.5675 0.8216 -0.2661
O -1.1036 2.2538 -0.6645
C 0.0127 1.8839 -0.8071
O -1.9750 -1.3429 0.2388
C -3.2821 -1.1115 -0.0972
C 2.0067 0.6038 -0.4417
C 2.5503 -0.0354 0.8109
H -3.3923 -0.4939 -1.0213
H -3.8529 -2.0487 -0.2953
H -3.8538 -0.5714 0.6921
H 2.1132 -0.0522 -1.3141
H 2.4643 1.5772 -0.6524
H 2.0243 -0.9773 1.0268
H 3.6115 -0.2685 0.6501
H 2.4666 0.6397 1.6722
Li -0.3573 -0.8783 0.4688
```

=====

[11]
C22H48Cl28N2O4P | wB97M-V/def2-TZVPD

Values from the calculation:
Charge ... +1
LUMO level ... -2.738 eV

Structure (XYZ):
```
105
C22H48Cl28N2O4P | the OMol25 dataset | wB97M-V/def2-TZVPD
C -0.3340 4.2230 1.3108
C -1.0620 3.8229 0.0028
N -2.0061 2.7054 0.1136
C -1.4341 1.4773 0.6542
C -0.0204 1.1496 0.1924
N 0.3684 -0.1135 0.9708
C 1.2863 0.3107 2.0904
C 1.4570 -0.7463 3.1916
P 1.0824 -1.3351 -0.1112
O 1.9985 -2.2300 0.5556
O 1.7782 -0.6874 -1.3843
O -0.1647 -2.1900 -0.6635
C -3.1527 3.0334 0.8531
C -4.0864 1.8932 1.2678
O -3.4424 4.1456 1.1645
H -0.8984 4.9862 1.8482
H -0.0679 3.3867 1.9670
H 0.6165 4.6920 1.0175
H -1.6299 4.6986 -0.3219
H -0.3374 3.6474 -0.8031
H -2.0605 0.6452 0.2820
H -1.4958 1.4207 1.7562
H 0.7366 1.8969 0.4335
H -0.0472 0.9848 -0.8925
H -0.4794 -0.4948 1.4145
H 2.2422 0.6900 1.7158
H 0.8032 1.1829 2.5523
H 1.6690 -0.2934 4.1616
H 0.6068 -1.4308 3.2603
H 2.3239 -1.3736 2.9291
H 2.0010 0.2503 -1.2584
H -0.6633 -2.4501 0.1321
H -3.7647 1.5024 2.2426
H -4.0074 1.0539 0.5650
H -5.1254 2.2174 1.2661
C -3.9441 0.8889 -2.6704
Cl -5.4338 1.1735 -1.7777
Cl -2.7533 -0.0287 -1.7220
H -4.1772 0.3265 -3.5654
H -3.4952 1.8421 -2.9287
C -0.7341 1.6866 -5.0411
Cl -1.6592 2.8609 -4.0893
Cl 0.8425 1.3344 -4.3089
H -1.3020 0.7637 -5.0919
H -0.5774 2.0855 -6.0423
C 1.5940 -4.3973 4.7619
Cl 0.9561 -3.0924 5.7739
Cl 1.4612 -4.0149 3.0416
H 2.6399 -4.5456 5.0032
H 1.0312 -5.3019 4.9644
C 5.3543 -2.2320 5.0673
Cl 4.2954 -2.0468 3.6539
Cl 4.8246 -3.5444 6.1205
H 6.3593 -2.4475 4.7206
H 5.3445 -1.3064 5.6319
C 6.1861 -3.9908 0.7657
Cl 7.7635 -3.4061 0.2184
Cl 6.3121 -4.8736 2.2892
H 5.5282 -3.1400 0.9097
H 5.7781 -4.6552 0.0118
C 8.5846 -6.8594 -1.2129
Cl 7.1157 -7.3424 -0.3539
Cl 8.5976 -7.4647 -2.8718
H 8.6330 -5.7761 -1.2371
H 9.4447 -7.2590 -0.6875
C -3.6859 5.9648 3.9152
Cl -5.1023 6.1738 4.9493
Cl -2.3878 5.1047 4.7632
H -3.9695 5.3900 3.0403
H -3.3202 6.9416 3.6185
C -4.9087 -0.7309 -6.5785
Cl -5.8416 0.3971 -5.5881
Cl -3.3092 -1.0465 -5.8808
H -5.4490 -1.6686 -6.6427
H -4.7807 -0.3057 -7.5677
C 0.3200 -0.1063 -8.0355
Cl 0.4179 -0.9328 -9.5897
Cl -0.1451 1.5921 -8.2300
H -0.4242 -0.6037 -7.4211
H 1.2908 -0.1479 -7.5531
C -2.6461 0.2860 4.8362
Cl -2.6345 -0.5106 3.2448
Cl -3.2674 1.9347 4.7321
H -3.2771 -0.2871 5.5073
H -1.6313 0.3161 5.2177
C 2.1790 5.1714 -5.6102
Cl 0.6675 4.6533 -4.8474
Cl 2.3283 4.5249 -7.2463
H 2.1943 6.2546 -5.6576
H 3.0117 4.8128 -5.0151
C -8.0583 -1.8944 -0.3520
Cl -7.2118 -0.8469 0.7973
Cl -7.7825 -1.3873 -2.0221
H -7.6955 -2.9088 -0.2307
H -9.1216 -1.8521 -0.1450
C 7.0915 -5.1278 -5.5183
Cl 8.0282 -4.1289 -4.4008
Cl 7.2863 -4.5913 -7.1902
H 7.4330 -6.1538 -5.4369
H 6.0430 -5.0621 -5.2499
C -3.7026 2.6737 8.7941
Cl -4.7314 3.0849 7.4205
Cl -3.7204 0.9342 9.1212
H -2.6850 2.9753 8.5704
H -4.0618 3.1993 9.6717
```